No. 1
This record from the OMol25 dataset describes a molecular structure, C22H19BF2N5O2PdS. The level of theory is ωB97M-V with the def2-TZVPD basis set.

HOMO-LUMO gap ... 5.30 eV
E_HOMO ... -10.4 eV
Total charge ... +1
Energy relative to the best compared isomer or geometry (same formula, charge and spin) ... 58.8 kcal per mole

Element x y z (Å)
N1 1.8920 -3.7227 7.6106
H1 -1.2504 -2.2050 0.0346
H2 5.3451 -0.1394 0.2994
O1 0.0388 1.1815 3.8016
H3 3.3473 0.3468 -1.1426
N2 0.5612 -0.5001 2.0109
F1 -0.9499 -0.7097 -2.7203
C1 -3.2626 2.2097 1.5260
C2 -5.6676 -0.8793 -0.5922
H4 -6.7286 -0.7851 -0.7757
C3 0.4019 -1.2259 4.6590
C4 -2.5033 3.3265 1.8297
C5 0.4796 -3.3842 5.6980
C6 4.0930 -0.3840 2.0555
S1 -0.1909 -0.1814 3.4138
N3 2.8754 -0.4589 2.5720
H5 -1.5422 -1.1596 1.3346
H6 -0.6861 4.4205 1.4451
H7 1.5634 -4.6655 7.7010
C7 -1.2593 3.5260 1.2457
B1 -0.0583 -0.0169 -2.0440
C8 -5.0052 -2.0510 -0.9355
F2 0.6743 0.8717 -2.6797
N4 2.0159 0.0765 0.4144
H8 2.5122 -1.1790 7.2972
C9 -0.0103 -2.5549 4.7154
C10 4.3444 -0.1549 0.7011
Pd1 -0.1232 0.0555 -0.0318
C11 -3.6048 0.0740 0.2029
C12 1.3157 -0.7338 5.5862
H9 4.9124 -0.5262 2.7513
H10 -2.8841 4.0509 2.5355
H11 -4.2203 2.0492 2.0048
C13 -1.5250 1.4515 0.1732
C14 -0.7397 2.5578 0.3881
O2 -1.5458 -0.6017 3.0576
C15 -3.6467 -2.1736 -0.6947
H12 0.2123 2.7076 -0.1149
C16 3.2516 0.0920 -0.0943
C17 -2.9725 -1.1223 -0.0977
H13 1.6281 0.2993 5.5284
H14 -3.1242 -3.0914 -0.9371
H15 -5.4711 1.1190 0.1628
H16 2.5032 -3.3684 8.3219
C18 1.8660 -0.2824 1.7279
C19 -4.9681 0.1832 -0.0421
C20 -2.7939 1.2195 0.6526
C21 1.3983 -2.9010 6.6434
H17 0.1562 -4.4162 5.7482
H18 -0.7323 -2.9268 4.0007
N5 -1.5980 -1.2865 0.2964
C22 1.8053 -1.5607 6.5713
H19 -5.5458 -2.8721 -1.3848

Atom charges from the natural (NBO) analysis, given in e for atoms 1 to 8: N -0.78; H 0.42; H 0.25; O -0.93; H 0.22; N -1.04; F -0.49; C -0.16

***

No. 2
This record from the OMol25 dataset describes a molecular structure, C2H7NOSi. The level of theory is ωB97M-V with the def2-TZVPD basis set.

HOMO-LUMO gap ... 8.30 eV
E_HOMO ... -9.0 eV
Energy relative to the best compared isomer or geometry (same formula, charge and spin) ... 80.6 kcal per mole

Element x y z (Å)
O1 -0.2544 0.8913 2.4882
H1 -0.5284 1.7406 -2.7192
H2 0.9072 -1.5174 0.0710
N1 0.0287 0.1756 0.4020
H3 -0.3783 2.2143 0.8929
Si1 -0.3612 0.3601 -1.9385
C1 0.3795 -1.1456 0.8543
C2 -0.1908 1.1061 1.3174
H4 -0.3645 -1.8985 1.1538
H5 1.0998 -0.9842 1.6345
H6 0.9776 -0.1811 -2.2186
H7 -1.3152 -0.7613 -1.9377

Atom charges from the natural (NBO) analysis, given in e for atoms 1 to 8: O -0.63; H -0.10; H 0.18; N -0.66; H 0.07; Si 0.95; C -0.43; C 0.52

***

No. 3
This record from the OMol25 dataset describes C4H2Cl2N2O2 in the gas phase. The level of theory is ωB97M-V with the def2-TZVPD basis set.

HOMO-LUMO gap (spin up / spin down) ... 6.54 / 6.19 eV
Multiplicity ... 3
E_HOMO (spin up / spin down) ... -6.9 / -9.7 eV
Energy relative to the best compared isomer or geometry (same formula, charge and spin) ... 71.3 kcal per mole

Element x y z (Å)
C1 1.0702 -1.3204 0.0371
O1 -1.2990 2.2499 0.4308
C2 -0.2876 -1.1834 -0.0525
H1 1.1100 1.8134 -0.5270
H2 1.6253 -2.1293 0.3119
N1 1.7990 -0.1403 -0.1885
C3 1.1717 0.7863 -0.5971
O2 -0.3049 0.8250 1.7400
Cl1 -1.9135 0.3026 -1.7908
C4 -0.8748 0.1608 -0.3401
N2 -0.8601 1.1559 0.6917
Cl2 -1.2361 -2.5204 0.2844

Atom charges from the natural (NBO) analysis, given in e for atoms 1 to 8: C 0.02; O -0.40; C -0.23; H 0.22; H 0.22; N -0.37; C 0.16; O -0.40

***

No. 4
This record from the OMol25 dataset describes 2 unconnected molecules or ions with the total composition F2H2S2Si. The level of theory is ωB97M-V with the def2-TZVPD basis set.

HOMO-LUMO gap ... 9.57 eV
E_HOMO ... -9.8 eV
SMILES string ... F[Si](=S)S.F
Energy relative to the best compared isomer or geometry (same formula, charge and spin) ... 48.9 kcal per mole

Element x y z (Å)
F1 -1.6935 -1.8496 0.6508
S1 -0.5302 1.7670 -0.2614
Si1 0.9644 0.2599 -0.2776
F2 0.3663 -0.7085 -1.4020
S2 2.6033 0.0615 0.8107
H1 -0.0137 2.4454 0.7566
H2 -1.6966 -1.9757 -0.2771

Electronic structure analysis, natural (NBO) charges in units of e: F -0.56; S -0.40; Si 1.52; F -0.65; S -0.65; H 0.18; H 0.56

***

No. 5
This record from the OMol25 dataset describes 5 unconnected molecules or ions with the total composition C30H53INO10P. The level of theory is ωB97M-V with the def2-TZVPD basis set.

HOMO-LUMO gap ... 7.52 eV
E_HOMO ... -7.2 eV
SMILES string ... CC(C)=NP(C)(CCCI)(CCC(C)C)CC(=O)O.O=C1CCCO1.O=C1CCCO1.O=C1CCCO1.O=C1CCCO1
Energy relative to the best compared isomer or geometry (same formula, charge and spin) ... 8.4 kcal per mole

Element x y z (Å)
H1 -3.1576 4.8093 1.9745
C1 -2.9651 0.8440 -0.6045
P1 -0.5970 1.3279 0.8969
H2 -2.7201 3.6911 -0.9176
C2 -2.1484 0.3946 0.6274
C3 1.2897 0.2840 -0.9516
C4 3.7633 -4.6088 -2.0447
H3 1.3844 -1.0039 -2.6720
C5 2.8209 -3.6350 -1.3606
O1 -3.8024 2.2999 2.7455
H4 -5.2606 -0.4628 -1.4101
H5 -4.7982 -0.8862 0.2401
C6 -1.8686 4.3011 -1.1769
C7 0.4516 0.7259 2.2945
C8 -0.0683 2.6969 -0.2247
I1 -1.3669 4.0806 -3.2311
H6 1.9781 5.3711 4.2988
H7 3.5612 6.1342 4.4289
H8 -2.9646 0.0227 -1.3185
H9 2.8037 -0.1821 0.4701
H10 2.6463 1.5254 0.2423
O2 1.8781 -3.8761 -0.6675
H11 -0.8043 3.3884 2.3667
H12 4.6015 3.9631 4.9658
H13 2.2099 0.5691 -2.8928
H14 0.9641 1.5603 2.7623
H15 0.4479 0.4700 -2.8752
C9 -1.6557 -3.0287 -4.8224
H16 -5.2445 3.1374 -0.8327
C10 -2.8799 2.9227 2.1672
H17 5.6531 -3.6606 -1.6049
H18 2.5520 5.4259 1.9718
C11 4.2590 -2.3635 -2.6161
O3 -0.8858 -1.9760 2.6232
C12 3.2545 2.8968 3.7103
C13 3.5286 3.9482 4.7701
H19 -4.3171 2.3922 -2.1494
C14 0.4312 -3.9794 3.0607
H20 -0.1994 2.3093 -1.2290
H21 0.9934 2.8210 -0.0300
C15 1.3597 0.0572 -2.4524
H22 -0.9033 4.5461 0.7036
C16 -0.5455 -3.0822 2.3244
C17 -4.4270 1.1890 -0.3176
H23 -0.8931 -2.9251 -1.6122
C18 -5.2428 -0.1108 -0.3798
H24 3.2557 -5.0237 -2.9170
H25 -2.4538 1.6534 -1.1189
H26 -0.9814 -3.6161 -5.4507
O4 -2.6407 -4.9698 -2.1760
H27 -6.2645 0.0619 -0.0540
H28 4.8996 -1.5144 -2.3925
C19 -0.5150 -5.0693 1.1847
N1 0.1877 0.1729 -0.3449
H29 1.2961 -3.4083 3.3853
H30 0.0533 -1.9117 -4.0234
H31 3.4563 0.5356 -0.9869
O5 -1.0265 -3.7210 1.2401
O6 3.1652 -2.3710 -1.6838
H32 1.1941 0.0183 1.9531
H33 5.4834 -4.0414 -3.3171
C20 0.7619 -5.0430 2.0142
H34 -1.5119 -1.4417 -3.3706
H35 -2.7293 0.3302 1.5426
H36 1.5920 -4.7061 1.3945
H37 -4.5631 1.5683 0.6886
C21 3.0423 5.2357 4.1031
O7 3.0615 3.5026 2.5089
H38 -0.1628 0.1996 3.0154
C22 4.9441 -3.7137 -2.4314
C23 -0.9178 -2.2898 -3.7122
O8 3.2135 1.7133 3.8356
H39 -2.2047 5.3275 -1.0731
H40 -1.8091 -0.6163 0.4332
H41 -1.2722 -5.7361 1.6018
O9 -2.5446 -3.9341 -4.1477
C24 -0.6786 4.1005 -0.2531
H42 0.0125 -3.9988 -2.7027
C25 2.6268 0.5763 -0.2900
H43 -2.2461 -2.3739 -5.4581
H44 -1.3936 2.0092 3.2187
H45 4.0336 -5.4121 -1.3666
C26 3.2589 4.9224 2.6266
H46 -5.9317 1.8230 -1.7468
H47 -0.3508 -5.3365 0.1461
C27 -1.4498 2.5147 2.2608
H48 1.0199 -6.0152 2.4297
C28 -2.1011 -4.1817 -2.8916
H49 3.8514 -2.2433 -3.6225
C29 -0.8603 -3.3510 -2.6116
H50 -0.0789 -4.3961 3.9308
O10 -3.2113 4.0472 1.3998
H51 4.2733 5.1565 2.2970
H52 2.9956 3.7093 5.6850
H53 0.1071 4.7323 -0.6751
C30 -5.0022 2.2008 -1.3281

Atom charges from the Löwdin analysis, given in e for atoms 1 to 8: H 0.11; C -0.19; P 0.87; H 0.00; C -0.24; C -0.48; C -0.06; H 0.04

***

Respective E_tot values: -2024.5147 -499.7893 -1333.6722 -1286.9038 -2621.0934 Ha.